1.
A molecular structure, C33H41MnN5Se in a non-equilibrium geometry. Source: OMol25; level of theory: wB97M-V/def2-TZVPD.

CARTESIAN COORDINATES (ANGSTROEM)
H1 -2.5516 0.9797 2.5177
H2 1.8996 -1.3439 3.9262
H3 0.1544 -3.7971 0.2681
H4 -0.1515 -0.5935 -4.3631
C1 2.1370 4.0866 -1.0130
H5 -0.2993 4.7414 -1.2949
H6 2.6954 -2.0945 2.5445
H7 -2.1097 -3.0563 0.6431
C2 2.5918 1.8857 0.5145
C3 3.3933 -3.8103 -2.9410
H8 2.8985 -0.3612 2.8615
H9 5.5319 -4.8899 -1.5270
H10 -5.6792 -1.4086 -2.4756
C4 0.1868 0.2515 2.0455
H11 1.0665 -3.7880 1.7820
C5 -4.0293 -2.5074 -3.3504
C6 1.0816 3.2468 -0.5989
C7 5.1270 -3.9654 -1.1465
C8 -0.1851 3.7024 -1.0013
H12 4.2597 4.1900 -1.3659
C9 2.1778 -1.1879 2.8723
H13 2.7139 1.1779 1.3518
N1 4.6870 -2.0788 -0.0939
H14 3.0953 -4.8583 -2.8026
N2 1.3322 2.0209 -0.0156
H15 1.8471 4.9738 -1.5672
C10 -0.8678 -1.3177 0.7049
H16 -4.6298 -4.5871 -3.4051
C11 -4.6105 -1.4182 -2.6981
N3 4.0498 -3.3311 -1.7469
C12 0.9973 -0.9264 2.0142
H17 2.5126 -3.1878 -3.1285
H18 -2.9815 1.9714 -4.0551
H19 -2.1984 1.7322 0.9577
H20 0.2481 -1.2462 -2.7717
C13 -1.9025 3.1885 -2.6176
C14 -2.3165 2.0820 -3.2172
C15 4.8819 -0.9635 0.7989
H21 -5.9479 -3.4289 -3.6374
H22 5.8018 -0.4181 0.5395
C16 -1.0555 -0.0325 1.3595
H23 -4.7997 -3.7505 -4.9458
H24 -5.5638 0.5621 -1.4746
N4 -0.9606 2.7995 -1.6601
H25 6.3129 -3.2912 0.6051
N5 -1.8001 0.9832 -2.5071
C17 3.7619 -2.1419 -1.1139
H26 -2.1024 4.2295 -2.7887
C18 -2.4721 -0.2787 -2.6453
H27 0.3664 1.0541 4.0041
H28 -1.6212 -2.4374 -0.9538
C19 0.8798 -3.2256 0.8562
H29 1.3739 1.8717 2.7961
H30 4.0244 -0.2911 0.6995
H31 -2.1715 -3.3561 -4.0489
C20 0.3985 1.3989 2.9595
Mn1 0.2392 0.3622 -0.2369
C21 -0.4141 -1.3782 -3.6432
H32 -0.3693 2.1706 2.8223
H33 -0.1706 -2.3392 -4.1119
H34 1.8217 -3.1959 0.2907
C22 -0.8724 1.3967 -1.5574
H35 -2.8710 -1.5969 -0.0407
Se1 2.5921 -0.8029 -1.6392
H36 4.6991 2.2747 0.2360
C23 3.6798 2.5804 -0.0145
C24 -3.8545 -0.2992 -2.3589
C25 0.3914 -1.8525 1.1386
C26 -4.5329 0.8538 -1.6954
C27 3.4419 3.6819 -0.8552
C28 -2.6524 -2.4941 -3.5782
C29 5.5163 -3.1823 -0.1097
C30 -1.9235 -2.1391 0.0597
H37 4.0688 -3.7571 -3.8070
H38 -4.5810 1.7414 -2.3377
C31 -1.8592 -1.3801 -3.2697
H39 -4.0549 1.1388 -0.7486
C32 -4.8940 -3.6255 -3.8587
H40 4.9442 -1.3345 1.8313
H41 -3.1464 0.2336 1.0056
C33 -2.3054 0.7635 1.4661

Properties
LUMO (spin up / spin down): 2.4 / 2.4 eV
Net charge: -1
E: -139000.1481 eV
Kohn-Sham gap (spin up / spin down): 2.440 / 4.128 eV
Multiplicity: 5
HOMO energy (spin up / spin down): -0.05 / -1.74 eV


2.
A molecular structure, C33H41N5Y in a non-equilibrium geometry. Source: OMol25; level of theory: wB97M-V/def2-TZVPD.

CARTESIAN COORDINATES (ANGSTROEM)
C1 -0.0495 -5.5688 -1.0874
C2 0.3761 1.0320 1.9061
H1 0.7080 -4.0370 -3.1589
H2 3.6402 -0.2031 -0.3532
H3 1.7633 -1.5637 -3.4643
H4 4.0875 -0.6996 1.2842
C3 2.9486 1.4279 -3.6451
C4 2.4994 2.2145 1.0358
C5 -0.6764 4.8487 -3.2079
H5 -1.8650 -1.6303 1.8443
H6 1.8927 3.0830 0.7391
H7 3.2395 2.0443 0.2429
C6 -1.5619 3.0615 0.3662
H8 -0.4315 5.5201 -4.0393
H9 -0.5005 -2.7453 -3.0212
N1 -2.6311 -0.9862 -2.3674
C7 -0.7054 -4.4329 -1.5794
C8 1.9786 -0.3293 0.9676
C9 2.4859 2.6331 -3.1256
C10 -3.8458 -1.2845 -1.7730
N2 -0.6069 4.6934 -0.8050
H10 -2.2645 0.0791 2.1419
H11 -4.0887 -4.9903 1.4834
N3 -2.6082 -3.0224 -1.6210
H12 3.4814 -1.2022 -3.6904
C11 -0.7164 -6.4301 -0.1867
H13 3.6264 1.3212 -4.4652
C12 3.3063 -0.7971 0.5085
H14 -0.4624 -8.4948 -0.6123
H15 1.8124 4.5200 -3.8802
C13 -2.0346 -4.1923 -1.1722
C14 2.3500 0.3992 -2.9113
H16 3.2083 4.6323 -2.7766
C15 -2.5856 -4.8729 -0.0733
C16 -0.3599 5.3543 -1.9131
C17 -3.9387 -2.6317 -1.5662
H17 -2.4088 -6.6915 1.1386
H18 1.4650 -3.0664 0.5737
C18 -1.4671 2.7934 -2.1903
H19 1.2050 2.9713 -1.5156
H20 -4.5038 -0.5203 -1.4610
C19 -1.5138 -0.7051 2.3241
C20 0.8199 -2.6403 1.3525
H21 3.4178 4.0133 -4.4209
C21 -1.2486 3.4507 -0.9697
Y1 -0.4302 0.0104 -0.9257
H22 3.2763 -1.8495 0.2021
C22 1.6464 1.0156 1.2480
H23 1.1548 -3.0604 2.3225
C23 -1.9397 -6.0454 0.3774
C24 0.0932 -3.4829 -2.4270
C25 -0.1417 -7.7628 0.1294
C26 -1.8010 -1.9126 -1.9186
H24 2.8801 -1.4864 -2.0556
H25 -1.2828 2.0180 2.8401
H26 0.1513 6.3246 -1.7164
C27 0.8496 -1.1550 1.3031
H27 -0.5131 -8.0671 1.1004
H28 0.8456 -2.8992 -1.8488
H29 -2.4131 2.4053 0.6178
H30 -0.7658 3.0616 1.1438
H31 -3.4791 -3.3429 1.2159
N4 1.4207 0.9439 -2.0436
H32 0.3399 2.9416 2.9366
C28 -0.1792 -0.2980 1.7988
H33 -1.5024 3.2638 -4.3425
H34 -1.5260 -0.8937 3.4151
H35 -4.6051 -4.1007 0.0679
C29 -1.2602 3.5980 -3.3310
H36 0.9420 -7.7136 0.1252
H37 3.0523 2.5163 1.9423
H38 0.9655 -5.8261 -1.4477
H39 -4.8415 -3.1966 -1.4926
C30 2.6171 -1.0371 -3.0222
H40 -0.1986 -3.0176 1.1842
N5 1.6308 2.3029 -2.1427
H41 -1.9687 1.8314 -2.3292
C31 2.7368 4.0220 -3.5588
C32 -3.7286 -4.2951 0.6991
C33 -0.2840 2.2039 2.4189

Properties
LUMO: 2.4 eV
Net charge: -1
E: -43373.9982 eV
Kohn-Sham gap: 3.734 eV
HOMO energy: -1.29 eV


Q: Among the records above, which one has the highest E?
A: C33H41N5Y